[1]
DFT (the ωB97M-V functional and the def2-TZVPD basis) results for a structure of composition C11H10BNO5Tm in a non-equilibrium geometry.

Gap between HOMO and LUMO (spin up / spin down), eV: 5.78 / 5.26
Total charge: +3
Max |F|, hartree/bohr: 0.0565
Highest occupied orbital energy (spin up / spin down), eV: -18.23 / -18.19
Electronic energy, eV: -53472.055
LUMO level (spin up / spin down), eV: -12.451 / -12.930
2S+1: 3

Geometry (Å):
C -2.78686 -0.73589 3.49132
B -1.97693 -0.16926 2.18528
O -1.40914 1.05331 2.16133
N -1.86332 -1.10547 1.02134
C -0.57197 -1.72307 1.14060
O -0.24549 -2.49821 1.99099
C 0.30784 -1.16468 -0.00026
C 1.67477 -1.44068 -0.33834
C 2.24621 -0.78551 -1.39681
C 1.41850 0.13700 -2.11259
C 2.02966 0.91369 -3.25966
C 2.57401 2.19888 -2.58239
O 1.82751 2.82528 -1.86695
O 3.83910 2.56895 -2.75716
C 0.02397 0.40135 -1.77923
C -0.52322 -0.26966 -0.71423
C -1.93573 -0.21378 -0.12477
O -2.84860 0.43235 -0.51616
H -2.67558 -1.87080 3.49447
H -3.88905 -0.51409 3.30519
H -2.39109 -0.30904 4.45918
H -1.94051 1.67100 2.69118
H 2.25892 -2.13730 0.26609
H 3.28438 -0.94759 -1.69179
H 2.81192 0.32452 -3.75856
H 1.25637 1.14810 -4.00635
H 4.15912 3.00362 -1.94969
H -0.54672 1.13055 -2.35955
Tm -4.10807 -1.92358 5.00751

---

[2]
DFT (the ωB97M-V functional and the def2-TZVPD basis) results for a structure of composition C11H10BrF3O3STi in a non-equilibrium geometry.

Gap between HOMO and LUMO (spin up / spin down), eV: 4.66 / 4.70
Total charge: -1
Max |F|, hartree/bohr: 0.0545
Highest occupied orbital energy (spin up / spin down), eV: -2.48 / -2.48
Electronic energy, eV: -129857.288
LUMO level (spin up / spin down), eV: 2.181 / 2.220
2S+1: 2

Geometry (Å):
C -0.00445 1.65842 -2.06615
C 1.26771 2.20246 -1.72604
C 2.24775 1.12420 -1.83550
H 1.54338 3.26227 -1.76562
C 1.47439 -0.10599 -1.88791
C 0.11386 0.26012 -2.17319
H -0.65761 -0.44491 -2.52104
H -0.90266 2.24544 -2.27278
H 3.29982 1.22534 -2.03536
H 1.91658 -1.08461 -2.08029
Ti 1.87570 0.77671 0.12392
Br 1.57706 2.69404 1.39995
C -2.53510 -0.05650 1.85668
C -2.82609 -0.65213 0.59019
C -3.09217 0.41376 -0.34714
H -2.77089 -1.72513 0.34664
C -3.04411 1.63775 0.37753
C -2.68513 1.36117 1.71692
H -2.45695 2.08967 2.48471
H -2.17390 -0.59459 2.74117
H -3.46821 0.26149 -1.34545
H -3.30387 2.61560 -0.02998
F 2.69445 -4.12468 1.52158
C 1.63446 -3.34382 1.17396
F 1.32349 -3.55546 -0.12640
F 0.56957 -3.65997 1.95962
S 2.07651 -1.47870 1.48845
O 2.33970 -1.40942 2.89445
O 3.10968 -0.92015 0.50893
O 0.85702 -0.67235 1.02816

---

[3]
DFT (the ωB97M-V functional and the def2-TZVPD basis) results for a structure of composition C11H10BrN3 in a non-equilibrium geometry.

Gap between HOMO and LUMO, eV: 8.07
Max |F|, hartree/bohr: 0.0955
Highest occupied orbital energy, eV: -8.42
Electronic energy, eV: -86077.398
Relative energy (zero: lowest compared OMol25 entry of this formula, charge and spin), kJ/mol: 208.9
LUMO level, eV: -0.346
2S+1: 1

Geometry (Å):
C 1.27487 1.22983 1.27851
C -2.20044 -0.15171 -0.27773
C 0.23972 2.37970 -0.85927
C 0.03691 -2.05072 1.59711
C 0.91275 -0.02513 0.94930
C -0.99309 0.39155 -0.59729
C 1.08071 2.35979 0.41617
C -2.12096 -1.60213 0.12094
C -0.71742 -2.05524 0.34470
C 0.28913 -0.37749 -0.33345
C 1.25442 -0.59589 -1.51422
N -0.68682 1.60141 -1.08247
N 0.86344 -1.17572 1.86956
N 1.40640 3.47839 0.88675
Br -0.07525 -3.62970 -0.49384
H 1.84017 1.39515 2.20340
H -3.23458 0.17050 -0.39231
H 0.45541 3.05932 -1.65703
H -0.21155 -2.81731 2.31666
H -2.66095 -1.85086 1.07813
H -2.66939 -2.12072 -0.64282
H 1.01780 -1.54106 -2.11142
H 2.23032 -0.62401 -1.07116
H 1.22248 0.27877 -2.20038
H 1.44591 4.27328 0.17219